Entry 1:
20
Properties=species:S:1:pos:R:3 method="wB97M-V/def2-TZVPD" gap_ev=8.092 de_lowest_kj_mol=441.8 largest_force_ev_per_a=0.332 homo_ev=-7.20 total_energy_ha=-290.9905
C -2.416 0.860 1.427
C 0.782 1.415 0.012
C -0.099 1.390 -1.217
N 0.653 0.200 -0.869
C 1.420 -0.761 -1.622
C 0.350 -1.192 -0.652
C 0.689 -1.743 0.704
H -2.782 0.147 0.681
H -2.957 1.804 1.312
H -2.608 0.460 2.427
H 1.749 1.862 -0.260
H -1.340 1.040 1.294
H 0.190 1.799 -2.190
H -1.179 1.294 -1.088
H 2.462 -0.860 -1.324
H 1.223 -0.819 -2.689
H -0.591 -1.517 -1.095
H 0.760 -2.835 0.671
H 1.641 -1.333 1.054
H -0.080 -1.457 1.427



Entry 2:
10
Properties=species:S:1:pos:R:3 method="wB97M-V/def2-TZVPD" gap_ev="5.047 / 7.252" de_lowest_kj_mol=318.7 charge=+1 largest_force_ev_per_a=4.777 homo_ev="-12.90 / -12.47" total_energy_ha=-946.6293
C -0.195 0.743 -0.289
N -0.896 1.205 -1.347
N 0.558 1.527 0.458
S 1.001 -4.113 1.376
S -0.578 -0.829 0.169
H -0.599 2.039 -1.782
H -1.633 0.720 -1.678
H 0.633 2.515 0.185
H 1.519 1.163 0.653
H 0.190 -4.970 2.256



Entry 3:
15
Properties=species:S:1:pos:R:3 method="wB97M-V/def2-TZVPD" gap_ev=9.636 de_lowest_kj_mol=0.0 largest_force_ev_per_a=1.467 smiles=CSSC.CBr homo_ev=-8.97 total_energy_ha=-3490.0831
Br -1.807 -2.016 -1.252
C -2.076 -1.396 0.531
H -2.045 -2.241 1.239
H -3.056 -0.898 0.620
H -1.289 -0.675 0.809
S 1.595 2.192 -0.302
S 1.564 0.905 1.279
C -0.054 1.972 -1.004
C 2.019 -0.661 0.504
H -0.145 2.667 -1.856
H -0.840 2.211 -0.269
H -0.215 0.944 -1.370
H 1.277 -0.983 -0.247
H 3.007 -0.598 0.018
H 2.066 -1.423 1.300



Entry 4:
51
Properties=species:S:1:pos:R:3 method="wB97M-V/def2-TZVPD" gap_ev=8.624 de_lowest_kj_mol=157.3 largest_force_ev_per_a=0.838 smiles="CCOc1ccc(CN(C)C(=S)NCCc2ccccc2)cc1OC" homo_ev=-7.95 total_energy_ha=-1435.8818
C 7.063 -1.129 -1.484
C 5.825 -1.457 -0.664
H 5.674 -2.545 -0.624
H 5.938 -1.081 0.363
O 4.723 -0.835 -1.291
C 3.483 -1.014 -0.769
C 3.186 -1.745 0.369
C 1.875 -1.875 0.807
C 0.841 -1.273 0.119
C 1.129 -0.529 -1.023
C 2.428 -0.391 -1.475
O 2.793 0.315 -2.578
C 1.789 0.964 -3.319
H 1.062 0.255 -3.726
H 2.305 1.460 -4.139
H 1.263 1.714 -2.717
H 0.322 -0.066 -1.566
C -0.586 -1.429 0.602
N -1.578 -1.314 -0.445
C -2.134 -0.146 -0.844
N -1.679 1.007 -0.291
H -1.039 0.938 0.486
C -2.442 2.231 -0.338
C -3.609 2.225 0.667
C -3.103 1.903 2.042
C -3.098 0.590 2.499
C -2.560 0.274 3.734
C -2.019 1.270 4.530
C -2.026 2.582 4.087
C -2.560 2.895 2.850
H -2.562 3.920 2.508
H -1.611 3.363 4.708
H -1.599 1.024 5.495
H -2.563 -0.751 4.076
H -3.526 -0.188 1.882
H -4.089 3.204 0.648
H -4.333 1.475 0.345
H -2.837 2.344 -1.351
H -1.757 3.054 -0.121
S -3.318 -0.094 -2.010
C -1.791 -2.532 -1.191
H -2.468 -2.328 -2.018
H -2.234 -3.294 -0.547
H -0.840 -2.902 -1.582
H -0.700 -2.425 1.043
H -0.797 -0.711 1.405
H 1.670 -2.456 1.694
H 3.972 -2.228 0.927
H 7.205 -0.053 -1.523
H 6.941 -1.497 -2.498
H 7.938 -1.591 -1.037



Entry 5:
15
Properties=species:S:1:pos:R:3 method="wB97M-V/def2-TZVPD" gap_ev=9.820 de_lowest_kj_mol=17.9 charge=+1 largest_force_ev_per_a=4.922 smiles="CSn1nc[nH]c1=[NH2+]" homo_ev=-12.94 total_energy_ha=-735.4449
C 1.457 1.425 0.179
C 1.000 -0.730 0.244
C -2.677 0.729 -0.386
N 0.170 1.360 0.118
N -0.137 -0.023 0.250
N 1.981 0.132 0.185
N 1.099 -2.113 0.153
S -1.736 -0.580 0.470
H 1.944 2.362 0.027
H -2.279 0.832 -1.325
H -2.355 1.610 0.045
H -3.753 0.431 -0.189
H 3.013 -0.050 -0.060
H 0.319 -2.774 -0.082
H 1.954 -2.612 0.370



Entry 6:
48
Properties=species:S:1:pos:R:3 method="wB97M-V/def2-TZVPD" gap_ev="6.881 / 8.082" multiplicity=4 de_lowest_kj_mol=358.1 largest_force_ev_per_a=4.274 homo_ev="-6.91 / -8.12" total_energy_ha=-2096.4370
V 0.266 0.033 0.328
C -0.254 -2.826 -1.390
O -1.632 -2.340 -1.216
O 0.548 -1.929 -0.687
C -0.272 -4.425 -1.437
F -1.475 -4.980 -1.598
F 0.464 -4.828 -2.577
F 0.246 -4.961 -0.346
C -2.346 -2.490 0.081
C -3.852 -2.113 -0.080
H -4.256 -2.570 -0.983
H -4.536 -2.395 0.720
H -4.103 -1.055 -0.156
H -2.148 -1.719 0.826
H -2.111 -3.441 0.557
H -0.096 -2.605 -2.446
B -0.318 -0.199 2.522
H -0.141 0.795 2.142
H -1.177 -0.281 3.168
H -0.396 -0.987 1.790
H 0.495 -0.476 3.176
C -2.132 1.015 -1.129
C -1.047 1.524 -1.997
O 0.308 1.015 -1.696
O -1.632 0.977 0.197
H -2.631 0.134 -1.532
H -2.911 1.754 -1.320
H -0.990 2.600 -2.163
H -1.284 1.355 -3.047
H 0.830 1.078 -2.499
H -2.294 1.410 0.742
C 3.692 1.557 -0.565
C 3.194 1.199 0.891
C 2.342 2.292 1.558
O 1.145 2.379 0.717
C 0.499 3.607 1.030
N 2.571 -0.052 0.812
H 4.507 0.941 -0.945
H 3.960 2.613 -0.554
H 2.890 1.584 -1.302
H 4.062 1.100 1.543
H 3.048 3.121 1.538
H 2.162 2.146 2.623
H -0.454 3.449 0.525
H 1.051 4.325 0.424
H 0.375 3.885 2.077
H 2.839 -0.622 1.602
H 2.994 -0.596 0.074



Entry 7:
22
Properties=species:S:1:pos:R:3 method="wB97M-V/def2-TZVPD" gap_ev="4.346 / 4.549" multiplicity=2 de_lowest_kj_mol=581.4 charge=+2 largest_force_ev_per_a=2.727 homo_ev="-18.70 / -18.71" total_energy_ha=-403.1690
C 1.423 0.488 -1.618
O 1.764 -0.840 -1.563
C 0.159 0.829 -0.782
C -1.046 -0.090 -1.035
C -1.886 -0.187 0.257
C -2.696 0.850 0.687
N -1.802 -1.339 0.970
H 1.341 0.760 -2.694
H 2.265 1.182 -1.375
H 1.823 -1.250 -0.623
H 0.440 0.863 0.323
H -0.139 1.899 -0.941
H -0.708 -1.102 -1.245
H -1.685 0.231 -1.871
H -2.687 1.733 0.083
H -3.368 0.835 1.551
H -2.256 -1.293 1.883
H 1.336 -1.636 0.522
H -0.983 -1.922 0.889
H 2.405 -0.607 2.080
H 3.376 0.430 2.660
O 2.926 0.167 1.844



Entry 8:
11
Properties=species:S:1:pos:R:3 method="wB97M-V/def2-TZVPD" gap_ev=9.219 de_lowest_kj_mol=14.5 largest_force_ev_per_a=0.356 smiles=Nc1n[nH]c(O)n1 homo_ev=-8.45 total_energy_ha=-372.8948
N 2.142 0.444 0.280
C 0.846 0.003 0.150
N 0.460 -1.216 0.464
N -0.896 -1.135 0.242
C -1.205 0.096 -0.169
O -2.464 0.448 -0.443
N -0.142 0.859 -0.261
H 2.855 -0.265 0.222
H 2.339 1.295 -0.222
H -1.508 -1.902 0.463
H -2.429 1.373 -0.726



Entry 9:
4
Properties=species:S:1:pos:R:3 method="wB97M-V/def2-TZVPD" gap_ev="7.579 / 8.661" de_lowest_kj_mol=0.0 largest_force_ev_per_a=1.001 homo_ev="-8.65 / -10.04" total_energy_ha=-739.4258
F -0.240 1.232 -0.599
P -0.173 0.268 0.685
I -1.840 -1.356 -0.020
H 2.254 -0.143 -0.066



Entry 10:
22
Properties=species:S:1:pos:R:3 method="wB97M-V/def2-TZVPD" gap_ev=10.144 de_lowest_kj_mol=392.5 largest_force_ev_per_a=3.569 smiles="C=C(Cn1cccn1)S(C)(=O)=O" homo_ev=-9.54 total_energy_ha=-930.7895
C -1.505 -3.046 -1.384
C -1.375 -3.234 0.010
C -1.315 -1.689 -1.552
C 1.823 -0.172 -0.205
C 0.735 0.592 -0.115
C 0.902 2.722 1.837
C -0.777 0.139 0.098
N -1.058 -2.115 0.570
N -1.096 -1.180 -0.335
O 2.191 2.796 -0.424
O -0.258 2.987 -0.694
S 0.894 2.394 0.041
H -1.729 -3.758 -2.055
H -1.143 -4.245 0.534
H -1.420 -0.935 -2.371
H 2.640 0.421 -0.348
H 1.892 -1.246 -0.271
H 0.727 1.917 2.518
H 1.982 3.104 1.990
H 0.216 3.512 1.710
H -1.279 0.641 -0.664
H -1.047 0.398 1.110



Entry 11:
77
Properties=species:S:1:pos:R:3 method="wB97M-V/def2-TZVPD" gap_ev=5.207 de_lowest_kj_mol=131.1 charge=+1 largest_force_ev_per_a=1.745 homo_ev=-10.09 total_energy_ha=-1972.8388
C -4.678 -2.059 6.501
N -4.597 -1.772 5.080
C -5.485 -0.705 4.657
C -3.451 -2.123 4.349
C -3.405 -3.347 3.629
C -2.235 -3.760 3.024
C -1.057 -2.968 3.066
C 0.141 -3.392 2.393
C 1.106 -2.475 1.991
C 2.280 -2.793 1.316
C 3.374 -1.889 1.165
C 4.441 -2.192 0.274
C 5.542 -1.370 0.163
C 5.643 -0.192 0.949
N 6.801 0.595 0.905
C 6.882 1.803 0.108
C 7.838 0.480 1.913
C 4.567 0.152 1.801
C 3.464 -0.676 1.911
C -1.128 -1.724 3.763
C -2.299 -1.305 4.373
H -4.036 -2.913 6.747
H -4.371 -1.192 7.110
H -5.719 -2.298 6.752
H -5.449 -0.594 3.568
H -6.507 -0.966 4.963
H -5.226 0.257 5.129
H -4.315 -3.948 3.577
H -2.201 -4.701 2.472
H 0.210 -4.423 2.066
H 0.898 -1.412 2.168
H 2.364 -3.778 0.852
H 4.375 -3.105 -0.320
H 6.365 -1.611 -0.512
H 6.104 1.793 -0.664
H 6.762 2.706 0.729
H 7.870 1.851 -0.370
H 7.745 -0.479 2.435
H 8.821 0.534 1.425
H 7.778 1.298 2.650
H 4.639 1.073 2.384
H 2.664 -0.414 2.604
H -0.240 -1.094 3.825
H -2.346 -0.352 4.906
C -0.395 -6.012 -2.068
C 0.993 -6.194 -2.064
C 1.655 -6.515 -0.874
C 0.918 -6.650 0.306
C 1.591 -6.993 1.620
C 1.307 -8.438 1.997
C 1.831 -8.786 3.365
N 1.505 -7.704 4.298
C 1.491 -7.879 5.689
C 1.146 -6.697 6.353
C 0.994 -6.703 7.739
C 1.151 -7.910 8.435
C 1.473 -9.095 7.756
C 1.655 -9.087 6.366
S 0.887 -5.385 5.234
C 1.214 -6.439 3.865
N 1.134 -6.030 2.637
C -0.472 -6.520 0.298
C -1.130 -6.168 -0.886
H -0.908 -5.755 -2.996
H 1.568 -6.093 -2.985
H 2.738 -6.666 -0.838
H 2.686 -6.907 1.494
H 0.227 -8.625 1.957
H 1.782 -9.090 1.255
H 1.367 -9.705 3.726
H 2.920 -8.933 3.337
H 0.748 -5.770 8.240
H 1.014 -7.929 9.517
H 1.581 -10.028 8.311
H 1.899 -9.998 5.816
H -1.030 -6.687 1.223
H -2.212 -6.030 -0.868



Entry 12:
8
Properties=species:S:1:pos:R:3 method="wB97M-V/def2-TZVPD" gap_ev="6.195 / 6.200" de_lowest_kj_mol=745.3 largest_force_ev_per_a=5.089 homo_ev="-8.03 / -8.04" total_energy_ha=-5280.4851
C -2.748 1.143 0.641
C -0.001 -0.026 0.792
N -1.126 -0.568 1.105
Br -3.946 0.754 1.917
Br -3.254 1.204 -1.136
H 0.644 -0.070 1.749
H -0.244 1.088 0.581
H 0.534 -0.366 -0.062